Record 1
C28H53BiBrN6O3PS | ωB97M-V with the def2-TZVPD basis set

ORCA input file:
```
! RIJCOSX wB97M-V def2-TZVPD def2/J DEFGRID3
* xyz 0 1
Bi 0.64510 0.50938 0.61455
Br -2.30270 0.64083 2.46522
S -0.73958 4.29643 0.40078
P -0.52957 -2.50681 -0.93875
O 5.05189 0.37111 0.17775
O 2.32145 -2.26822 3.22533
O 1.01094 -0.65687 2.41246
N -0.04243 -1.07179 -0.53848
N -0.16380 2.23522 3.13589
N 2.80262 3.05436 0.95950
N 2.82675 0.12059 0.61736
N -1.30507 1.73682 -1.38662
N 1.07746 3.33916 -1.95953
C -2.12643 -3.66024 -3.08194
C 0.22177 5.34992 -0.73218
C 0.93050 -3.72851 -1.02873
C 1.13985 4.17748 6.08651
C -1.35460 -2.91272 1.72457
C 1.32778 -4.12352 0.41333
C -2.47634 2.48931 -1.00255
C 0.24082 3.31279 5.24460
C 1.36360 4.69762 -1.53915
C 3.76226 2.35583 0.10578
C -1.72923 1.97145 4.91849
C 2.09339 -1.41391 2.39648
C 0.57441 3.00908 3.93077
C -0.79497 1.91409 -2.73420
C 0.70782 -5.03951 -1.79184
C -3.11541 -2.37486 0.10145
C 2.12576 -2.99870 -1.68936
C -0.15908 -2.21571 -3.67078
C -1.81197 -3.16983 0.28065
C -2.21031 -1.19952 -2.83909
C 0.00018 3.20388 -2.92374
C -2.21871 3.95451 -0.61196
C 3.92539 0.84085 0.28168
C -1.30691 -2.42873 -2.66476
C 3.05239 -1.18536 1.22659
C -0.94331 2.77283 5.72929
C -1.27227 1.74320 3.63423
C -2.13587 -4.66096 0.11877
H -0.67762 4.04873 -2.80118
H -3.24289 2.50035 -1.79510
H 1.56602 5.36978 -2.38727
H -0.58322 -1.84385 -4.60809
H 0.78406 -5.00440 0.75088
H 4.07866 -1.28522 1.56924
H -3.08272 4.30950 -0.05026
H 1.83919 2.92038 0.66960
H 0.55401 -1.47411 -3.30750
H 3.06097 -3.39928 -1.29350
H 0.35888 3.25394 -3.95874
H 4.75846 2.74910 0.29604
H 2.26499 4.67303 -0.92883
H 1.17907 -3.33906 1.14694
H -0.10445 -5.63387 -1.37437
H 1.91128 2.87032 -2.28213
H 2.12067 -1.92509 -1.50588
H -0.14679 1.06083 -2.95594
H -2.96788 -4.89916 0.78882
H -3.64102 -2.62283 -0.81821
H -1.01290 -1.89179 1.87786
H 0.53292 -4.90038 -2.85578
H -3.10243 -3.68019 -2.59707
H -1.30338 -5.29745 0.40585
H -3.77925 -2.62400 0.93361
H 0.64386 6.14465 -0.11716
H -1.63343 -4.60587 -2.89020
H -1.25661 2.97875 6.74657
H -2.93623 -1.29753 0.13349
H 2.13805 -3.15478 -2.76699
H 3.54645 2.58750 -0.93930
H -2.14519 4.58467 -1.49643
H -2.66218 -1.26756 -3.83366
H -3.01583 -1.11931 -2.11719
H -2.65522 1.53798 5.26732
H 1.35990 5.12126 5.58567
H 0.38018 -3.13141 -3.90057
H -2.21245 -3.07861 2.38380
H -1.43060 0.74962 -1.20258
H -0.50077 5.82764 -1.39444
H 2.38945 -4.37610 0.43448
H -1.60833 1.90659 -3.47821
H 0.68047 4.40155 7.04816
H 1.48206 3.41390 3.49210
H -2.91333 1.97783 -0.14381
H -2.44701 -4.92578 -0.88892
H 2.88445 2.71676 1.91149
H -0.56725 -3.58252 2.05773
H 1.62317 -5.63218 -1.69316
H -2.30669 -3.59901 -4.15982
H 2.87553 -1.98977 0.51715
H -1.63143 -0.28149 -2.81917
H 2.09080 3.67698 6.27631
*
```

The calculation puts the lowest unoccupied orbital energy at 0.423 eV. The calculation puts the HOMO energy at -8.33 eV. As for the electronic energy: -140986.53705 eV. As for the HOMO-LUMO gap: 8.75 eV. As for the molar mass: 873.7 g mol⁻¹.

Results of the Löwdin charge analysis, in e, for atoms 1 through 6: number 1, Bi, carries 1.6967; number 2, Br, carries 0.7916; number 3, S, carries 0.8414; number 4, P, carries 0.8859; number 5, O, carries 0.0279; number 6, O, carries 0.0627

Record 2
C28H53FIN3O8P4S | ωB97M-V with the def2-TZVPD basis set

ORCA input file:
```
! RIJCOSX wB97M-V def2-TZVPD def2/J DEFGRID3
* xyz 0 1
I 1.30653 -5.36337 -0.24723
S -0.83933 2.84143 4.26495
P -0.55930 2.20394 2.43484
P -5.83512 0.52918 -2.89674
P 7.79471 1.92547 0.77546
P 1.53271 0.19847 0.87350
F -2.93875 0.73291 3.46711
O 6.74279 0.87028 0.93707
O 8.26676 1.65766 -0.78064
O 8.61254 3.35487 0.87499
O -6.29183 1.94325 -2.18375
O -6.94732 -0.37702 -2.46482
O -6.32840 0.72852 -4.45342
O -4.33442 1.10330 -3.27953
O 8.97643 1.16403 1.63036
N -6.17970 -3.98914 0.80604
N -2.02344 -3.68176 2.04689
N 0.46728 -2.74090 0.86537
C -1.17744 -4.43489 1.38065
C 3.04547 -0.37276 1.78013
C -4.79477 3.20042 -4.55685
C -7.35687 -0.07231 -5.03358
C -4.90342 -1.16444 2.45505
C -0.38333 -1.90645 1.53980
C -2.43334 -1.42292 2.75006
C 10.01305 3.46566 1.17998
C -6.07316 2.07078 -0.77761
C -6.23282 -1.98338 2.38102
C 3.24209 -1.91098 1.88486
C -3.78522 -1.86186 3.33689
C -4.04412 1.88995 -4.44654
C -4.59889 2.11810 -0.41755
C 8.84676 -1.26730 1.62560
C 7.40804 2.12557 -1.82349
C 7.33610 3.64158 -1.88646
C 1.56266 -0.50964 -0.85875
C -0.01498 -0.51206 1.62369
C -6.47710 -2.53937 0.94242
C -2.09732 -0.10288 2.84681
C 0.07391 -3.97321 0.79926
C -1.58714 -2.38110 2.09216
C 10.95078 2.76533 0.21920
C -1.56268 -5.91285 1.21063
C -8.72963 0.53219 -4.80479
C -0.86764 0.37444 2.27362
C 8.71498 0.01236 2.43055
H 7.80906 1.73911 -2.76052
H -5.84680 -2.01156 0.20513
H -4.50522 3.70931 -5.47823
H -3.89553 -1.52201 4.37600
H -8.84409 1.43865 -5.40438
H -7.04990 -1.27238 2.59836
H 10.84367 3.16652 -0.78972
H -0.73363 -6.59008 1.44013
H -5.06931 -0.12581 2.78351
H -1.56851 2.78728 1.61884
H 2.04179 0.19486 -1.55423
H 2.43996 -2.37930 2.47642
H 4.21815 -2.12046 2.35699
H -5.87348 3.07251 -4.58237
H 2.02216 -1.50766 -0.88252
H -6.42557 -4.44938 1.67748
H 8.31389 -1.21688 0.67654
H 3.11445 0.07167 2.78814
H -6.56635 1.24368 -0.25685
H -6.17765 -2.79237 3.12560
H 10.18770 3.14468 2.20612
H 3.23157 -2.38790 0.89337
H -1.90857 -6.01621 0.16699
H 6.40808 1.70141 -1.68900
H -4.10537 1.16901 -0.64852
H -2.43656 -6.10218 1.85392
H -5.17939 -4.08259 0.64980
H 11.98182 2.90757 0.54841
H 7.73826 0.08538 2.90726
H -7.51331 -2.37132 0.59816
H 10.77521 1.69488 0.15661
H -7.30510 -1.09601 -4.66523
H -7.15666 -0.12120 -6.10624
H -4.47041 2.31123 0.64937
H -8.88499 0.82728 -3.76760
H 0.50213 -0.60081 -1.15341
H -2.97588 2.11053 -4.39296
H 0.73417 2.49860 1.97943
H -4.08392 2.89545 -0.98295
H 9.45111 0.01031 3.23736
H -4.18143 1.28043 -5.33889
H -4.44926 -1.06989 1.44899
H 9.89614 -1.44941 1.38129
H -6.55665 2.99580 -0.46362
H 6.75248 3.96227 -2.75060
H -9.51239 -0.17046 -5.09302
H 8.47450 -2.12009 2.19483
H 3.92482 0.01528 1.22823
H -3.94214 -2.93961 3.21587
H 8.33390 4.07585 -1.95193
H -4.56962 3.84943 -3.70923
H 6.86256 4.05277 -0.99070
H 10.23403 4.53469 1.15630
*
```

The calculation puts the lowest unoccupied orbital energy at -0.789 eV. The calculation puts the HOMO energy at -7.94 eV. As for the electronic energy: -109554.33325 eV. The structure (SMILES) is CCP(C)c1c([PH2]=S)c(F)c(CCCCN)c2nc(C)c(I)nc12.CCOP(=O)(OCC)OCC.CCOP(=O)(OCC)OCC. As for the HOMO-LUMO gap: 7.15 eV. As for the molar mass: 861.6 g mol⁻¹.

Results of the Löwdin charge analysis, in e, for atoms 1 through 6: number 1, I, carries 0.8821; number 2, S, carries 0.0808; number 3, P, carries 0.3709; number 4, P, carries 0.6304; number 5, P, carries 0.6335; number 6, P, carries 0.9431